# 1
The following is a quantum chemistry calculation of 2 unconnected molecules or ions with the total composition C2H5IO2P, from OMol25.

The geometry in XYZ format:
```
11
Properties=species:S:1:pos:R:3:forces:R:3
C -1.499128 -0.408003 -0.526919 0.8 -0.4 0.2
C 1.613000 1.233917 0.342535 -1.3 -1.6 -0.1
O -0.016680 -1.964728 1.258264 -0.2 0.7 0.4
O 0.694566 -1.971914 -1.202430 0.0 0.6 -0.3
P 0.058042 -1.296285 -0.051754 0.4 0.2 -0.5
I 0.252974 2.238493 1.689233 0.2 0.2 0.0
H -1.989099 -0.036696 0.363978 0.0 0.1 0.1
H -1.271279 0.399135 -1.215238 0.1 0.1 0.0
H -2.124145 -1.150538 -1.031324 0.1 0.0 0.1
H 1.745622 1.884071 -0.514234 0.0 0.1 -0.1
H 2.536127 1.072546 0.887891 0.0 0.0 0.1
```
Positions in Å, forces in eV/Å.

The charge is -1. As for the total energy: -23640.87235 eV. As for the frontier orbital gap (alpha / beta): 6.51 / 6.51 eV.

Results of the Mulliken charge analysis, in e, for atoms 1 through 5: atom 1 (C): -0.8062, atom 2 (C): -0.9232, atom 3 (O): -0.6193, atom 4 (O): -0.6346, atom 5 (P): 0.8567

---

# 2
The following is a quantum chemistry calculation of a molecular structure, C2H5IP2, from OMol25.

The geometry in XYZ format:
```
10
Properties=species:S:1:pos:R:3:forces:R:3
C -1.509715 -0.399940 0.873341 1.8 -0.2 -2.8
C 0.855050 1.386881 -0.413749 0.3 0.8 2.5
P 0.474116 -1.822408 -1.064150 -1.2 -0.9 0.5
P 0.063869 -0.108721 -0.083789 0.9 0.2 -0.9
I 2.836838 1.268894 -1.246525 -1.0 0.0 0.2
H -1.830848 0.513714 1.155714 -1.8 3.3 0.3
H -2.177593 -0.962054 0.218341 0.1 0.0 0.5
H -1.238810 -0.751372 1.801164 0.6 -2.0 1.8
H 0.915788 2.229964 0.403667 -0.6 -1.8 -1.7
H 1.611304 -1.354960 -1.644015 1.1 0.5 -0.5
```
Positions in Å, forces in eV/Å.

The charge is 0. As for the total energy: -28830.17930 eV. As for the frontier orbital gap: 7.47 eV.

Results of the Mulliken charge analysis, in e, for atoms 1 through 5: atom 1 (C): -1.0299, atom 2 (C): -0.6379, atom 3 (P): -0.0738, atom 4 (P): 0.4297, atom 5 (I): 0.0176

---

# 3
The following is a quantum chemistry calculation of 2 unconnected molecules or ions with the total composition C2H5N2O2, from OMol25.

The geometry in XYZ format:
```
11
Properties=species:S:1:pos:R:3:forces:R:3
N -0.399665 -0.187073 0.657016 0.2 0.9 0.4
C -0.926369 -0.758272 1.810875 -1.2 -1.6 -1.8
N -1.152671 -0.268364 2.951428 0.5 1.1 0.1
H 0.523688 -0.257989 0.247326 0.4 0.3 0.9
H -1.000861 -0.293812 -0.152341 -0.1 -0.2 0.0
H -1.386871 -1.735353 1.523676 -0.2 0.2 0.5
H -1.854141 -0.823825 3.425067 0.4 -0.5 0.2
O -0.240755 0.258989 -2.029985 0.0 0.0 -0.2
C 1.008136 0.306754 -2.111070 -0.1 -0.4 -0.4
O 1.837708 0.898375 -1.405007 0.1 0.2 0.4
H 1.456482 -0.314974 -2.940346 -0.1 0.0 -0.1
```
Positions in Å, forces in eV/Å.

The charge is -1. As for the total energy: -9230.77473 eV. As for the frontier orbital gap: 8.16 eV.

Results of the Mulliken charge analysis, in e, for atoms 1 through 5: atom 1 (N): -0.4102, atom 2 (C): 0.1051, atom 3 (N): -0.6481, atom 4 (H): 0.1763, atom 5 (H): 0.2349

---

# 4
The following is a quantum chemistry calculation of 2 unconnected molecules or ions with the total composition C2H5N2O2, from OMol25.

The geometry in XYZ format:
```
11
Properties=species:S:1:pos:R:3:forces:R:3
N -0.298889 -1.216076 0.499128 0.4 -0.9 0.4
C -1.268982 -0.363273 0.131960 -1.1 0.3 -0.9
N -2.508293 -0.712240 0.260056 0.3 -0.5 -0.4
H -0.640673 -2.158873 0.584037 -0.2 0.0 0.3
H 0.668330 -1.187901 0.203124 0.1 1.1 0.0
H -0.997937 0.596990 -0.320903 0.6 -0.3 0.1
H -3.101919 -0.124999 -0.316078 0.1 0.5 0.5
O 1.138372 1.584351 -1.099294 -0.5 -0.5 -0.1
C 1.997671 1.267828 -0.261550 1.3 0.6 0.1
O 2.492113 0.173278 0.095292 -0.8 -0.5 -0.3
H 2.520207 2.140920 0.224230 -0.2 0.2 0.2
```
Positions in Å, forces in eV/Å.

The charge is -1. As for the total energy: -9231.76800 eV. As for the frontier orbital gap: 8.70 eV.

Results of the Mulliken charge analysis, in e, for atoms 1 through 5: atom 1 (N): -0.4342, atom 2 (C): 0.2081, atom 3 (N): -0.8056, atom 4 (H): 0.2762, atom 5 (H): 0.2393

---

# 5
The following is a quantum chemistry calculation of a gas-phase ion, C2H5N2O2 (charge +1), from OMol25.

The geometry in XYZ format:
```
11
Properties=species:S:1:pos:R:3:forces:R:3
C -1.820279 -0.377778 0.109510 3.3 -3.5 -0.3
C 1.867656 -0.362475 0.199084 1.2 -1.5 -1.1
N -0.443424 0.715836 -0.120886 3.5 0.2 0.1
N -2.713944 0.531688 0.132862 -2.8 -0.7 0.6
O -1.590469 -1.538427 0.123608 -0.9 1.6 0.2
O 0.830830 0.627524 -0.076944 -3.5 1.6 -0.9
H 1.406723 -1.380762 0.202329 0.7 0.9 0.3
H 2.290850 0.045111 1.114964 -0.2 -0.5 0.3
H 2.755425 -0.233268 -0.584851 -2.5 -0.1 1.2
H -2.449989 1.458637 -0.019820 0.2 1.7 -0.2
H -3.703120 0.284885 0.304037 0.9 0.2 -0.2
```
Positions in Å, forces in eV/Å.

The charge is +1. As for the total energy: -9217.73698 eV. As for the frontier orbital gap (alpha / beta): 8.11 / 8.09 eV.

Results of the Mulliken charge analysis, in e, for atoms 1 through 5: atom 1 (C): 0.5926, atom 2 (C): -0.4556, atom 3 (N): -0.0050, atom 4 (N): -0.2184, atom 5 (O): -0.3487

---

# 6
The following is a quantum chemistry calculation of 2 unconnected molecules or ions with the total composition C2H5N2OP, from OMol25.

The geometry in XYZ format:
```
11
Properties=species:S:1:pos:R:3:forces:R:3
C -1.024211 0.285444 0.026654 -0.3 -1.6 0.7
C -0.246540 -1.074521 -0.066086 0.9 5.5 -3.6
N -0.162759 1.272747 -0.076470 2.4 7.3 0.2
N 1.026333 -0.800878 0.497984 1.4 -1.1 0.6
O -2.194420 0.339435 0.209058 -2.7 0.2 0.0
P 1.525653 0.742912 0.070523 -0.8 0.5 -0.4
H -0.805097 -1.778985 0.314424 -2.6 -3.8 2.3
H -0.294592 -1.148483 -1.192662 0.9 -0.6 0.9
H -0.342449 2.698355 -0.028097 0.1 -6.0 0.0
H 1.021648 -0.890751 1.495485 0.0 -0.4 0.5
H 1.496433 0.354722 -1.250817 0.8 0.1 -1.1
```
Positions in Å, forces in eV/Å.

The charge is 0. As for the total energy: -16469.20432 eV. As for the frontier orbital gap: 9.07 eV.

Results of the Mulliken charge analysis, in e, for atoms 1 through 5: atom 1 (C): 0.6171, atom 2 (C): -0.7365, atom 3 (N): -0.3863, atom 4 (N): -0.3199, atom 5 (O): -0.5973

---

# 7
The following is a quantum chemistry calculation of a gas-phase ion, C2H5N2OS2 (charge +1), from OMol25.

The geometry in XYZ format:
```
12
Properties=species:S:1:pos:R:3:forces:R:3
C 0.960312 0.239626 0.036386 1.3 0.7 -0.6
C -2.117504 -1.174789 -0.303417 1.5 0.2 -1.2
N -0.159356 0.785186 0.460448 3.0 -0.1 0.7
N 2.141285 0.904347 0.166576 0.9 -1.3 -1.4
O -2.026630 -0.044640 -0.732501 -1.7 -1.5 -0.4
S 0.869822 -1.335698 -0.843901 0.2 1.2 0.5
S -0.657197 -2.147000 0.216073 -1.1 -0.3 0.1
H -3.025553 -1.719712 -0.281198 -1.2 -0.7 0.4
H -0.090465 1.739208 0.795755 -0.6 -0.2 0.1
H 2.014425 1.755930 0.696819 0.8 0.2 -0.3
H 3.105219 0.700841 -0.365393 -3.3 0.4 1.8
H -1.014355 0.296702 0.154351 0.2 1.4 0.2
```
Positions in Å, forces in eV/Å.

The charge is +1. As for the total energy: -28845.72723 eV. As for the frontier orbital gap: 9.75 eV.

Results of the Mulliken charge analysis, in e, for atoms 1 through 5: atom 1 (C): 0.8106, atom 2 (C): 0.0090, atom 3 (N): -0.3143, atom 4 (N): -0.4257, atom 5 (O): -0.3902

---

# 8
The following is a quantum chemistry calculation of a gas-phase ion, C2H5N2Si (charge +1), from OMol25.

The geometry in XYZ format:
```
10
Properties=species:S:1:pos:R:3:forces:R:3
C -0.490097 1.346228 -0.145519 1.4 1.5 0.5
C -1.056656 -0.853576 0.161277 -0.8 2.0 0.4
N -1.383636 0.505509 0.154401 -2.0 0.1 0.1
N 0.099839 -1.131128 -0.302882 0.6 -1.3 0.4
Si 1.187211 0.417166 -0.084432 0.9 -0.4 1.1
H -0.722880 2.467060 -0.220746 0.2 -1.8 0.0
H -1.870914 -1.444144 0.603319 0.7 -0.6 -0.6
H 0.275286 -2.129534 -0.468367 0.6 0.5 0.3
H 2.138742 0.363354 -1.255014 -0.4 0.2 0.8
H 1.823102 0.459063 1.557965 -1.1 -0.2 -2.9
```
Positions in Å, forces in eV/Å.

The charge is +1. As for the total energy: -13003.91987 eV. As for the frontier orbital gap: 8.72 eV.

Results of the Mulliken charge analysis, in e, for atoms 1 through 5: atom 1 (C): 0.0059, atom 2 (C): 0.1189, atom 3 (N): -0.3768, atom 4 (N): -0.2106, atom 5 (Si): 0.2533

---

# 9
The following is a quantum chemistry calculation of C2H5N3 in the gas phase, from OMol25.

The geometry in XYZ format:
```
10
Properties=species:S:1:pos:R:3:forces:R:3
C 1.060114 0.195218 -0.139334 5.7 0.0 2.4
C -1.339724 0.243641 0.060903 -2.3 -1.7 -2.1
H 1.939517 -1.637945 0.234474 -2.5 2.4 -1.1
H 2.041998 0.804170 0.003350 -1.5 -0.8 -0.6
H -0.130464 2.015389 0.379938 1.2 -4.6 -2.5
H -2.262413 0.973126 -0.000090 2.2 -1.0 0.8
H -0.663340 -1.398214 -0.321539 -1.3 -0.6 0.8
N 1.008818 -1.053020 0.013995 2.9 -3.5 0.3
N -0.017675 0.907362 -0.155958 -6.9 5.5 2.2
N -1.636829 -1.049728 -0.075739 2.5 4.3 -0.1
```
Positions in Å, forces in eV/Å.

The charge is 0. As for the total energy: -6622.50421 eV. As for the frontier orbital gap: 9.43 eV.

Results of the Mulliken charge analysis, in e, for atoms 1 through 5: atom 1 (C): 0.1524, atom 2 (C): -0.1024, atom 3 (H): 0.2234, atom 4 (H): 0.2713, atom 5 (H): 0.3450

---

# 10
The following is a quantum chemistry calculation of 2 unconnected molecules or ions with the total composition C2H5N3, from OMol25.

The geometry in XYZ format:
```
10
Properties=species:S:1:pos:R:3:forces:R:3
C 0.263300 -0.558356 1.840188 -1.1 -0.5 0.2
C 1.132588 -0.450093 0.718075 0.3 -2.2 -2.5
N -0.459928 -0.853384 2.683831 0.1 0.3 0.1
N -1.019076 1.388810 -1.244596 -2.0 -0.7 -2.2
N 1.064283 -1.078847 -0.411780 0.9 1.9 1.5
H 2.065935 -0.007740 0.841567 1.4 1.2 0.7
H -1.566919 1.089423 -2.191204 2.0 0.8 3.2
H -0.115113 0.934728 -1.195670 -0.2 -0.1 -0.4
H -1.566601 1.051437 -0.442690 0.2 0.1 -0.6
H 0.201532 -1.515977 -0.597721 -1.5 -0.9 0.1
```
Positions in Å, forces in eV/Å.

The charge is 0. As for the total energy: -6623.58497 eV. As for the frontier orbital gap: 9.58 eV.

Results of the Mulliken charge analysis, in e, for atoms 1 through 5: atom 1 (C): 0.4235, atom 2 (C): -0.2599, atom 3 (N): -0.3439, atom 4 (N): -0.7103, atom 5 (N): -0.4852

---

# 11
The following is a quantum chemistry calculation of C2H5N3 in the gas phase, from OMol25.

The geometry in XYZ format:
```
10
Properties=species:S:1:pos:R:3:forces:R:3
C -1.918292 -0.148758 -0.159606 -0.4 0.0 0.5
C -0.519307 -0.187604 -0.417000 1.8 3.3 -1.5
N -3.007139 -0.186803 0.173214 -1.1 0.1 0.1
N 0.273557 1.117596 0.070875 0.0 -2.3 -2.2
N 0.090762 -1.315116 0.094768 3.2 -0.5 -1.5
H -0.375993 -0.188977 -1.539773 -0.1 0.2 1.1
H 0.462660 1.633223 -0.773395 0.3 0.1 -0.3
H -0.132738 1.795523 0.649496 -1.4 0.5 1.3
H 1.155994 -1.079866 -0.047730 -2.7 -1.2 1.2
H -0.229161 -1.520510 1.005955 0.4 -0.2 1.3
```
Positions in Å, forces in eV/Å.

The charge is 0. As for the total energy: -6624.03191 eV. As for the frontier orbital gap: 10.96 eV.

Results of the Mulliken charge analysis, in e, for atoms 1 through 5: atom 1 (C): 0.1385, atom 2 (C): 0.2231, atom 3 (N): -0.3810, atom 4 (N): -0.6415, atom 5 (N): -0.5666

---

# 12
The following is a quantum chemistry calculation of C2H5N3 in the gas phase, from OMol25.

The geometry in XYZ format:
```
10
Properties=species:S:1:pos:R:3:forces:R:3
C -1.459812 0.966356 0.379096 0.8 1.7 -2.5
C 0.760902 -0.737303 -0.118729 -0.3 1.0 0.3
N -0.653816 1.047230 1.343355 0.2 -1.3 2.1
N 0.711985 1.111421 1.351401 0.1 1.4 -1.2
N 1.308004 0.306582 0.462680 -3.9 -1.2 0.5
H -1.120718 1.299213 -0.655652 -0.3 -1.0 0.8
H -2.543635 0.845486 0.447634 0.3 0.1 0.8
H 1.467773 -1.454420 -0.377037 0.7 -1.3 -0.8
H -0.301863 -0.872275 0.026903 0.3 -0.3 -0.5
H 2.276639 0.296547 0.375561 2.1 0.9 0.6
```
Positions in Å, forces in eV/Å.

The charge is 0. As for the total energy: -6620.61705 eV. As for the frontier orbital gap (alpha / beta): 7.77 / 7.77 eV.

Results of the Mulliken charge analysis, in e, for atoms 1 through 5: atom 1 (C): -0.3974, atom 2 (C): -0.4599, atom 3 (N): -0.1413, atom 4 (N): -0.6366, atom 5 (N): 0.2147